1.
Entry from OMol25: an isolated molecule of C19H22ClN3O (ωB97M-V with the def2-TZVPD basis set).

The geometry in XYZ format:
```
46
Properties=species:S:1:pos:R:3:forces:R:3
O 2.0718 -0.7049 2.0659 0.33 0.04 -0.02
C 0.8725 -0.7013 2.2243 -0.32 -0.06 0.34
C 0.1710 -1.6137 3.2462 0.01 -0.13 0.12
N -0.4690 -2.8288 2.7897 0.05 0.11 0.07
C -1.5707 -2.6777 1.8615 -0.11 -0.18 -0.02
C -1.1326 -2.7014 0.3789 -0.01 0.02 0.00
N 0.2935 -2.4588 0.2684 -0.11 -0.24 -0.08
C 0.7380 -2.3660 -1.1186 0.00 0.01 0.06
C 0.2531 -1.1450 -1.8513 0.03 -0.07 -0.06
C -0.9720 -1.1335 -2.5080 0.02 -0.03 0.03
C -1.3854 -0.0166 -3.2133 -0.13 0.03 -0.05
C -0.5629 1.0925 -3.3014 0.00 0.04 -0.06
C 0.6699 1.0813 -2.6726 0.10 0.05 -0.10
C 1.0672 -0.0232 -1.9409 -0.02 -0.07 -0.07
C 1.0731 -3.4834 0.9522 0.14 -0.09 0.03
C 0.4358 -3.8457 2.3053 0.05 -0.07 -0.07
N 0.0148 0.1882 1.6389 -0.42 0.12 0.07
C 0.3042 1.3050 0.8633 0.13 0.39 -0.17
C 1.5901 1.8272 0.7442 0.16 -0.13 0.14
C 1.7946 2.9914 0.0289 -0.17 0.04 -0.04
C 0.7426 3.6501 -0.5855 -0.05 0.08 -0.04
C -0.5291 3.1131 -0.4759 0.21 -0.11 0.22
Cl -1.8592 3.8975 -1.2519 -0.18 0.10 -0.11
C -0.7608 1.9577 0.2445 0.08 0.01 0.01
H -0.5852 -1.0230 3.7757 0.09 0.01 -0.01
H 0.9364 -1.9137 3.9676 -0.02 0.17 -0.07
H -2.1115 -1.7602 2.1014 -0.04 -0.01 0.02
H -2.2584 -3.5127 2.0423 -0.06 0.14 -0.08
H -1.4032 -3.6732 -0.0753 -0.03 0.06 -0.04
H -1.6511 -1.9167 -0.1750 -0.05 -0.12 -0.01
H 0.4295 -3.2708 -1.6774 0.10 0.04 0.07
H 1.8303 -2.3412 -1.0923 -0.04 -0.08 -0.06
H -1.6019 -2.0125 -2.4890 -0.04 -0.10 0.02
H -2.3445 -0.0209 -3.7109 -0.07 0.00 -0.05
H -0.8773 1.9571 -3.8666 -0.03 0.08 -0.04
H 1.3270 1.9336 -2.7553 0.04 0.06 0.01
H 2.0263 -0.0246 -1.4453 0.13 -0.02 0.06
H 1.1634 -4.3960 0.3365 0.00 0.04 0.01
H 2.0738 -3.0703 1.1030 -0.02 -0.10 -0.04
H 1.2117 -4.0141 3.0535 -0.01 -0.08 -0.03
H -0.1504 -4.7653 2.2115 0.08 -0.02 0.01
H -0.9712 -0.0044 1.7408 0.19 0.00 0.10
H 2.4133 1.3177 1.2155 0.03 -0.01 0.01
H 2.7922 3.3959 -0.0522 0.10 0.03 0.00
H 0.9030 4.5591 -1.1427 -0.02 0.08 -0.07
H -1.7629 1.5626 0.3207 -0.12 -0.04 -0.02
```
Positions in Å, forces in eV/Å.

## Properties
electronic energy: -1436.9188 a.u.
LUMO: 0.68 eV
structure (SMILES): O=C(CN1CCN(Cc2ccccc2)CC1)Nc1cccc(Cl)c1
Kohn-Sham gap: 0.331 hartree


2.
Entry from OMol25: an isolated molecule of C19H22F3N3O (ωB97M-V with the def2-TZVPD basis set).

The geometry in XYZ format:
```
48
Properties=species:S:1:pos:R:3:forces:R:3
C -3.7673 -2.9499 -0.7916 0.07 0.24 -0.06
C -3.1317 -1.5884 -1.0667 -0.34 -0.44 -0.32
N -2.3958 -1.1122 0.0753 0.32 0.20 0.20
C -2.9070 -0.4159 1.1342 -0.08 0.20 0.23
C -1.8635 -0.1884 1.9822 -0.30 0.03 -0.06
N -0.7281 -0.7296 1.4691 0.55 -0.29 -0.03
C -1.0742 -1.2872 0.3337 0.06 -0.14 0.01
C -0.1357 -1.9765 -0.5939 0.04 0.02 -0.15
N 0.0350 -1.2018 -1.8206 -0.20 -0.13 -0.04
C 0.9318 -1.8187 -2.7842 0.15 -0.16 -0.05
C 2.4153 -1.7256 -2.4058 -0.18 0.14 -0.08
C 2.8063 -0.2757 -2.1255 0.00 -0.11 0.25
C 1.8682 0.3084 -1.0715 0.08 -0.02 -0.58
C 2.0951 1.7680 -0.7940 0.00 -0.20 0.20
O 2.6631 2.5134 -1.5597 -0.06 -0.03 -0.03
C 1.4486 2.2767 0.4551 -0.04 0.46 0.18
C 0.8048 3.5109 0.3967 0.07 -0.13 -0.04
C 0.1629 4.0272 1.5072 -0.04 0.04 0.05
C 0.1843 3.3322 2.7033 0.12 -0.19 -0.04
C 0.8536 2.1163 2.7721 0.01 -0.02 0.09
C 0.9231 1.4182 4.1014 0.21 0.02 0.30
F -0.2860 1.2776 4.6729 -0.31 0.03 -0.08
F 1.6599 2.1239 4.9889 0.06 0.18 -0.04
F 1.4721 0.2026 4.0495 0.05 -0.14 -0.26
C 1.4749 1.5776 1.6574 -0.05 0.10 0.02
C 0.4117 0.1717 -1.5857 0.06 0.18 0.27
H -4.4546 -2.8852 0.0490 -0.06 -0.03 0.06
H -3.0036 -3.6862 -0.5527 0.06 -0.09 0.02
H -4.3161 -3.2871 -1.6665 -0.07 -0.08 -0.08
H -3.9105 -0.8572 -1.3021 0.16 -0.02 -0.03
H -2.4412 -1.6484 -1.9113 -0.09 0.12 0.08
H -3.9409 -0.1432 1.1886 -0.23 0.05 -0.02
H -1.8578 0.3220 2.9232 -0.09 0.15 0.20
H -0.5336 -2.9554 -0.8807 0.09 -0.02 0.02
H 0.8008 -2.1381 -0.0424 -0.12 -0.05 0.03
H 0.6377 -2.8637 -2.9085 -0.02 0.02 -0.07
H 0.7725 -1.3045 -3.7376 0.04 -0.08 -0.05
H 3.0172 -2.1272 -3.2219 0.03 -0.08 0.02
H 2.6081 -2.3342 -1.5196 0.06 -0.07 0.01
H 3.8401 -0.2215 -1.7787 0.02 0.06 -0.08
H 2.7304 0.3189 -3.0382 0.04 0.05 0.00
H 1.9412 -0.2583 -0.1413 0.01 0.03 0.06
H 0.8120 4.0525 -0.5375 0.01 0.05 -0.08
H -0.3475 4.9760 1.4459 -0.05 0.09 -0.01
H -0.3031 3.7275 3.5817 -0.05 0.04 0.07
H 1.9888 0.6347 1.7493 -0.03 -0.11 -0.02
H -0.2799 0.6130 -0.8653 -0.01 0.07 -0.09
H 0.3190 0.7108 -2.5333 0.04 0.08 0.03
```
Positions in Å, forces in eV/Å.

## Properties
electronic energy: -1276.3577 a.u.
LUMO: 0.46 eV
structure (SMILES): CCn1ccnc1CN1CCC[C@@H](C(=O)c2cccc(C(F)(F)F)c2)C1
Kohn-Sham gap: 0.335 hartree


3.
Entry from OMol25: an isolated molecule of C19H22FN3O4 (ωB97M-V with the def2-TZVPD basis set).

The geometry in XYZ format:
```
49
Properties=species:S:1:pos:R:3:forces:R:3
C -7.2002 1.5991 -0.0958 -0.14 0.08 0.13
N -6.5389 0.3480 -0.3680 0.20 0.21 -0.44
C -6.6747 -0.7233 0.4194 0.38 -0.30 -0.21
O -7.3708 -0.7811 1.4141 -0.20 -0.19 0.27
C -5.8758 -1.9538 -0.0489 -0.38 0.06 0.29
O -4.8303 -1.6238 -0.9430 0.37 -0.09 -0.10
C -3.6936 -1.0702 -0.4335 0.21 0.04 0.15
C -2.9299 -1.6534 0.5143 -0.71 -0.11 -0.45
O -1.7654 -1.1429 0.9532 0.24 0.09 0.16
C -1.3184 0.0015 0.4094 -0.05 0.52 -0.39
C 0.0012 0.4492 0.9812 0.04 -0.13 0.04
N 0.7899 1.1273 -0.0270 -0.20 0.06 0.08
C 1.8549 1.9612 0.4955 0.21 -0.01 0.22
C 3.0539 1.1484 0.9969 -0.17 0.21 0.00
N 3.5562 0.3163 -0.0796 -0.47 0.21 -0.20
C 4.8856 -0.0893 -0.0622 0.49 -0.19 -0.04
C 5.2700 -1.4112 -0.3068 -0.24 0.20 0.10
C 6.6037 -1.7724 -0.3458 0.42 0.14 0.02
C 7.5700 -0.8105 -0.1305 -0.12 -0.08 -0.02
F 8.8767 -1.1617 -0.1602 -0.10 0.04 0.00
C 7.2272 0.5072 0.1135 0.17 -0.22 0.02
C 5.8947 0.8603 0.1409 -0.11 -0.11 0.03
C 2.5371 -0.5789 -0.5836 -0.18 0.16 -0.14
C 1.3267 0.2473 -1.0486 0.15 -0.26 -0.06
C -2.0008 0.6799 -0.5354 0.04 -0.22 0.19
C -3.2896 0.2279 -1.0153 -0.10 -0.24 0.29
O -4.0096 0.8501 -1.7823 0.08 0.01 -0.12
H -7.7909 1.4773 0.8111 0.02 0.08 -0.07
H -7.8568 1.8677 -0.9247 -0.02 0.05 0.06
H -6.4662 2.3939 0.0464 -0.04 0.01 0.01
H -5.8843 0.3285 -1.1463 -0.03 -0.13 0.18
H -5.5233 -2.4965 0.8336 -0.06 0.10 -0.08
H -6.5502 -2.6053 -0.6113 0.06 0.06 0.13
H -3.1779 -2.5815 1.0095 0.02 0.01 -0.04
H 0.4884 -0.4315 1.4295 -0.07 0.09 0.02
H -0.1996 1.1610 1.7889 0.04 -0.10 0.01
H 1.4616 2.5875 1.2982 0.00 0.02 0.00
H 2.1845 2.6086 -0.3218 0.06 0.04 0.07
H 3.8343 1.8215 1.3458 -0.04 -0.03 0.03
H 2.7426 0.5218 1.8506 0.07 0.04 0.04
H 4.5281 -2.1793 -0.4550 -0.09 -0.04 -0.01
H 6.8945 -2.7944 -0.5311 0.06 -0.09 -0.02
H 8.0005 1.2428 0.2684 0.09 0.06 0.01
H 5.6349 1.8949 0.3020 -0.03 0.10 -0.02
H 2.9294 -1.1194 -1.4454 -0.04 -0.05 0.05
H 2.2244 -1.3125 0.1786 0.06 -0.06 -0.05
H 0.5351 -0.4185 -1.3963 0.02 0.00 -0.07
H 1.6384 0.8799 -1.8838 0.01 -0.10 -0.05
H -1.5977 1.6024 -0.9189 0.11 0.06 -0.02
```
Positions in Å, forces in eV/Å.

## Properties
electronic energy: -1302.2781 a.u.
LUMO: 0.40 eV
structure (SMILES): CNC(=O)COc1coc(CN2CCN(c3ccc(F)cc3)CC2)cc1=O
Kohn-Sham gap: 0.310 hartree


4.
Entry from OMol25: an isolated molecule of C19H22FN5O at a distorted geometry (ωB97M-V with the def2-TZVPD basis set).

The geometry in XYZ format:
```
48
Properties=species:S:1:pos:R:3:forces:R:3
F -4.9297 -5.4408 -2.5105 0.31 -0.35 0.07
C -3.5595 -5.1021 -2.4577 -2.13 1.46 -2.28
C -3.4915 -3.6413 -2.1259 1.33 -1.00 0.03
N -3.2421 -2.7186 -3.1849 -0.80 0.55 -0.12
C -4.0002 -2.3592 -4.2951 3.21 1.65 -0.96
C -3.2746 -1.4377 -5.0519 -1.89 0.74 -0.27
C -2.1058 -1.0916 -4.2895 -1.00 1.07 -1.64
C -1.1752 -0.0396 -4.4319 0.08 0.02 -1.46
C -0.3011 0.1327 -3.4190 1.28 0.71 2.56
C -0.2705 -0.7105 -2.3026 -0.01 -1.30 0.56
C 0.6670 -0.4839 -1.1549 1.03 -2.50 2.04
N 1.4153 -1.3493 -0.4267 -0.77 1.93 -2.96
N 2.1634 -0.5593 0.4405 -0.02 -2.45 0.55
C 1.6824 0.6063 0.3541 1.25 3.04 4.11
N 1.9703 1.6290 1.3372 -1.11 0.57 -1.90
C 1.0946 2.8677 1.5441 2.19 0.42 -0.67
C 0.7360 3.3189 2.9771 0.65 -3.08 1.83
N 1.5707 2.7406 4.0841 -2.64 1.31 0.44
C 1.3750 1.2589 4.3867 2.19 3.53 -1.36
C 2.3519 0.5409 3.4964 2.14 -1.16 0.08
C 3.0210 1.3269 2.3232 -3.35 2.08 1.38
C 3.6140 2.6520 2.8986 2.01 0.64 0.34
C 2.9373 3.2531 4.1345 -1.37 -0.45 -0.45
O 0.7890 0.7457 -0.5694 -1.79 1.60 -2.19
C -1.1213 -1.8152 -2.2768 0.21 0.51 3.53
C -2.1583 -1.8803 -3.1459 0.67 -0.36 -1.46
H -3.0990 -5.6016 -1.6995 1.00 -1.95 2.02
H -3.1654 -5.3555 -3.4259 0.45 -0.08 -0.32
H -2.7175 -3.5885 -1.3758 0.67 0.52 -0.19
H -4.3245 -3.4987 -1.5143 -1.96 0.94 0.51
H -4.9224 -2.6811 -4.6239 -1.82 -1.24 0.19
H -3.7483 -0.8338 -5.9164 1.12 -1.36 1.46
H -1.0220 0.6040 -5.3369 -0.84 -0.75 0.87
H 0.3443 0.9667 -3.1785 0.15 0.50 -1.35
H 0.2754 2.7607 0.8428 -0.33 0.18 0.26
H 1.6088 3.8213 1.3678 0.71 -0.58 -1.82
H 0.7159 4.4005 3.1320 -0.12 -0.16 -0.50
H -0.1943 2.8462 3.1449 -1.53 0.21 0.65
H 0.3962 0.8853 4.2804 -1.44 0.25 -0.54
H 1.5647 1.2800 5.4306 0.63 -0.88 1.04
H 3.2836 0.3785 4.0320 -0.02 -0.85 0.84
H 1.9238 -0.4176 3.2067 0.45 -0.07 -0.41
H 3.8140 0.8177 1.8679 0.84 -1.13 -0.63
H 4.5499 2.3939 3.4375 0.41 -0.10 -1.57
H 3.7749 3.4689 2.1405 0.08 -1.21 0.42
H 3.4502 2.8412 5.0339 -0.58 0.55 -0.31
H 2.9860 4.4143 4.1417 -0.28 -1.96 0.09
H -1.2523 -2.3460 -1.3213 0.74 -0.02 -0.51
```
Positions in Å, forces in eV/Å.

## Properties
electronic energy: -1185.9247 a.u.
LUMO: 0.55 eV
structure (SMILES): FCCn1ccc2ccc(-c3nnc(N4CCN5CCC4CC5)o3)cc21
Kohn-Sham gap: 0.299 hartree


5.
Entry from OMol25: an isolated molecule of C19H22N2O (ωB97M-V with the def2-TZVPD basis set).

The geometry in XYZ format:
```
44
Properties=species:S:1:pos:R:3:forces:R:3
C -4.8347 -1.2879 -1.2488 -0.10 -0.13 -0.10
C -4.7209 -0.4287 -0.2529 0.01 0.11 0.29
C -3.5019 -0.1189 0.5673 -0.04 0.08 -0.01
C -2.4178 -1.2195 0.6273 -0.06 -0.09 0.05
N -1.1289 -0.7432 0.1512 0.11 -0.25 0.12
C -1.2609 -0.3130 -1.2308 0.09 0.04 -0.16
C -2.2225 0.8866 -1.3514 -0.10 0.06 0.01
C -2.8102 1.1562 0.0353 -0.03 0.12 0.06
C -1.6715 1.5179 0.9900 -0.11 0.03 0.01
C -0.6687 0.3394 1.0141 0.25 0.20 -0.04
C 0.7439 0.8337 0.6506 -0.19 -0.41 -0.04
O 1.1521 1.8181 1.5872 -0.04 0.23 0.18
C 1.7936 -0.2548 0.5317 -0.09 -0.14 0.11
C 1.5689 -1.5543 0.9113 0.05 0.38 -0.03
C 2.5995 -2.5009 0.7777 0.08 -0.07 0.06
N 3.7843 -2.2314 0.3133 0.18 -0.55 0.03
C 4.0495 -0.9621 -0.0569 -0.27 0.60 -0.03
C 5.3391 -0.6774 -0.5518 0.13 0.20 -0.08
C 5.6707 0.5925 -0.9298 0.11 -0.27 0.03
C 4.7295 1.6275 -0.8236 -0.25 0.16 0.02
C 3.4695 1.3824 -0.3519 0.09 0.19 -0.10
C 3.0863 0.0823 0.0397 0.24 -0.44 -0.01
H -5.7639 -1.4063 -1.7801 -0.19 0.05 -0.08
H -4.0266 -1.9160 -1.5836 0.22 -0.13 0.00
H -5.5807 0.1751 0.0137 -0.16 0.03 -0.06
H -3.8482 0.0997 1.5846 0.03 0.01 -0.06
H -2.2893 -1.5677 1.6557 -0.04 -0.03 -0.03
H -2.6950 -2.0834 0.0229 -0.03 -0.02 0.04
H -0.2680 -0.0781 -1.6171 -0.03 -0.03 -0.10
H -1.6325 -1.1692 -1.7973 0.06 0.02 -0.04
H -3.0235 0.6725 -2.0593 0.05 0.07 -0.05
H -1.6953 1.7770 -1.6980 -0.02 0.05 -0.04
H -3.5332 1.9758 -0.0155 0.04 -0.05 0.01
H -2.0679 1.7094 1.9886 0.01 0.07 0.01
H -1.1745 2.4289 0.6529 -0.01 0.05 0.05
H -0.6154 -0.0739 2.0308 0.05 0.00 -0.06
H 0.6955 1.3764 -0.3001 -0.03 -0.07 0.04
H 1.2564 1.3984 2.4485 0.04 -0.04 -0.01
H 0.6093 -1.8731 1.2792 -0.07 -0.01 0.00
H 2.4274 -3.5299 1.0682 -0.08 -0.08 0.05
H 6.0422 -1.4932 -0.6136 0.06 -0.09 -0.01
H 6.6590 0.8103 -1.3075 0.08 -0.02 -0.02
H 5.0091 2.6289 -1.1171 -0.01 0.08 -0.01
H 2.7663 2.1941 -0.2548 -0.04 0.08 0.01
```
Positions in Å, forces in eV/Å.

## Properties
electronic energy: -921.9392 a.u.
LUMO: 0.34 eV
structure (SMILES): C=C[C@H]1CN2CC[C@@H]1C[C@@H]2[C@@H](O)c1ccnc2ccccc12
Kohn-Sham gap: 0.320 hartree